[1]
This record from OMol25 describes a molecular structure, C23H25CdClN7O5S at a distorted geometry. The level of theory is the ωB97M-V functional and the def2-TZVPD basis.

As for the calculated total energy: -72843.575 eV. The maximum force comes out at 1.0 eV/Å. As for the frontier orbital gap: 0.230 Eh. As for the total charge: -1.

Structure (XYZ):
```
63
Properties=species:S:1:pos:R:3:mulliken_charge:R:1
Cd 1.07826 -0.19212 1.39763 1.384
Cl 3.48607 2.85767 -0.11048 0.457
S -2.19599 -1.63649 -2.80055 -0.489
O 4.85948 -0.56787 2.87103 -0.241
O -2.55299 -0.22899 3.44585 -0.775
O -0.72033 -1.00950 2.44435 -0.848
O -0.86240 3.99510 5.66589 -0.534
O 4.18265 4.19283 -0.53900 -0.712
N -1.86985 -0.19724 0.09455 -0.633
N -3.06666 -0.18554 -0.61856 0.335
N -4.54554 -0.49996 -2.08782 0.197
N 2.12756 -2.47202 1.55533 -0.815
N 0.60037 1.32199 2.93341 -0.131
N -5.17404 0.21807 -1.10507 -0.909
N 1.83507 -3.65924 -0.59535 -0.001
C -1.37711 -0.11680 3.09275 0.267
C 1.19435 -3.69077 -3.46397 -0.516
C -0.48947 2.88328 -2.18758 -0.753
C -1.12658 1.99383 4.43767 -0.416
C 1.26752 1.59921 -1.08522 0.194
C 1.90418 2.82438 -0.89213 0.692
C 1.99102 -3.02603 0.54558 0.623
C 1.41187 2.40052 3.18498 -1.189
C -0.35448 3.11063 4.74826 1.252
C 2.90981 -3.60904 -1.60017 -0.906
C -4.38819 1.12151 1.06985 -1.058
C -4.25270 0.39158 -0.21160 0.889
C 0.87091 3.29372 4.13863 -0.644
C 0.04447 1.67631 -1.77074 0.166
C 0.44318 -3.86161 -1.06466 0.058
C 4.29756 0.15288 2.21342 0.226
C 1.80386 0.30146 -0.62002 -1.719
C 1.40898 4.04362 -1.30746 -0.812
C 0.18610 4.07725 -1.95739 -0.366
C 2.41516 -2.95406 -2.87995 -0.165
C -0.59255 1.12013 3.52101 0.315
C -3.25326 -0.77164 -1.83878 0.188
C 0.48531 -4.55337 -2.41428 -0.941
H -0.21975 4.70557 5.76587 0.284
H 1.45050 4.17777 4.40556 0.191
H 0.49138 -2.95503 -3.85166 0.175
H -5.43715 1.35577 1.23176 0.376
H -0.07100 -2.89983 -1.14997 -0.223
H 3.23515 -2.92905 -3.59957 0.419
H 2.00228 4.93067 -1.12971 0.475
H 2.15994 -1.91549 -2.65967 -0.011
H 1.41410 -0.49438 -1.25703 -0.302
H -1.92643 -0.84799 0.87961 0.361
H -3.99576 0.53496 1.90376 0.207
H -2.09514 1.81387 4.87972 0.493
H 0.99057 -5.51756 -2.30273 0.347
H -5.03940 -0.79485 -2.90960 0.169
H -0.53729 -4.76377 -2.72818 0.435
H -0.22605 5.02080 -2.29075 0.366
H -0.47708 0.74857 -1.97821 0.297
H 3.25559 -4.62835 -1.79313 0.313
H -1.43584 2.88924 -2.71624 0.404
H 1.49087 -4.31918 -4.30624 0.321
H 3.74131 -3.05414 -1.16861 0.481
H 2.89417 0.27412 -0.62436 0.864
H -1.74574 0.73675 0.47306 0.121
H -3.82096 2.05471 1.04035 0.295
H -0.07988 -4.46688 -0.32342 0.470
```

[2]
This record from OMol25 describes a molecular structure, C23H25CdN2OS at a distorted geometry. The level of theory is the ωB97M-V functional and the def2-TZVPD basis.

As for the calculated total energy: -44684.598 eV. The maximum force comes out at 3.2 eV/Å. As for the frontier orbital gap: 0.248 Eh. As for the total charge: -1.

Structure (XYZ):
```
53
Properties=species:S:1:pos:R:3:mulliken_charge:R:1
Cd -0.39535 0.62890 0.44992 0.840
S -0.49696 1.11412 3.02518 -0.425
O -3.17145 0.13534 -4.92920 -0.688
N -1.61137 1.75960 -4.72546 -0.030
N 0.17384 -0.34414 5.34293 -0.631
C 2.49154 -0.59352 -0.42713 -1.014
C 3.38162 0.85034 -5.33320 -0.424
C -0.13229 0.09956 4.28435 0.381
C 0.90268 1.87800 -4.56077 0.870
C 2.21040 0.20990 -5.73787 -0.684
C 1.63757 1.50225 -0.86589 -0.759
C 2.02013 0.26110 -1.45170 0.573
C -1.32788 -2.31536 -3.51939 -2.231
C 2.08566 2.53670 -4.19167 -0.219
C 2.44734 0.11160 0.81120 -0.097
C -1.99773 -1.36739 -2.51698 2.853
C 3.32598 2.01081 -4.55385 -0.603
C 1.95096 1.42207 0.54695 -1.470
C -1.70857 0.09873 -2.94850 -0.593
C -2.23994 0.61540 -4.28812 0.027
C -1.36604 -1.66981 1.21247 -0.957
C -0.38461 -2.41078 -0.72420 0.024
C -3.50528 -1.63421 -2.47184 -1.960
C -0.35408 -2.50213 0.70192 -0.837
C 0.96926 0.73292 -5.35876 -0.167
C -2.02599 -1.03487 0.09147 -2.088
C -0.44740 2.44593 -4.13852 -1.166
C -1.43125 -1.55538 -1.12753 0.428
H -3.69902 -2.65938 -2.15065 0.430
H 2.81233 -0.20172 1.79033 0.425
H 1.46352 2.41738 -1.42597 0.538
H -2.09011 0.78457 -2.18781 0.448
H 4.24200 2.50739 -4.23133 0.365
H 4.34489 0.44818 -5.63542 0.359
H -1.77738 -2.13454 -4.49824 0.492
H -4.03291 -0.94980 -1.80458 0.335
H -1.49493 -3.36334 -3.24604 0.466
H -1.63041 -1.57974 2.28239 0.642
H 1.97337 0.03429 -2.52274 0.330
H 2.06409 2.25854 1.23057 0.557
H -0.51868 3.48383 -4.48981 0.518
H -2.05081 2.19339 -5.52522 0.265
H -0.50706 2.47937 -3.03578 0.109
H -3.01662 -0.60029 0.12707 0.669
H 2.23380 -0.69186 -6.35031 0.386
H 0.29000 -3.16014 1.29948 0.399
H 2.86292 -1.60980 -0.59163 0.381
H -3.89622 -1.48935 -3.47442 0.486
H 0.22372 -3.02497 -1.38462 0.475
H -0.61929 0.25984 -2.91584 -0.106
H 0.04255 0.27073 -5.69928 0.386
H 2.03054 3.46567 -3.61886 0.372
H -0.25125 -2.12384 -3.59461 0.320
```

[3]
This record from OMol25 describes a single C23H25FN2O5S2 molecule at a distorted geometry. The level of theory is the ωB97M-V functional and the def2-TZVPD basis.

As for the calculated total energy: -61861.931 eV. The maximum force comes out at 1.1 eV/Å. As for the frontier orbital gap: 0.331 Eh. As for the SMILES: CCOc1ccc(N(CC(=O)NCCSCc2ccco2)S(=O)(=O)c2ccc(F)cc2)cc1. As for the total charge: 0.

Structure (XYZ):
```
58
Properties=species:S:1:pos:R:3:mulliken_charge:R:1
S 0.34927 2.54707 -2.01673 1.289
S -0.86864 -0.92812 4.48337 -0.145
F 4.58602 0.15111 -5.26023 -0.326
O -0.94170 2.07871 -2.41512 -0.675
O 2.94976 1.68260 2.14640 -0.678
O -2.74307 1.32702 2.37994 -0.289
O 0.01934 -3.64450 0.06898 -0.493
O 0.54706 3.95610 -1.86245 -0.717
N 0.70720 1.99928 2.17582 -0.067
N 0.74237 1.84032 -0.54200 -0.025
C 1.92156 1.99100 1.58943 0.256
C -2.97817 0.16781 3.04022 0.399
C -3.91612 0.00826 1.02852 -0.711
C 0.43851 1.31043 3.41525 -0.952
C 3.78161 2.00263 -4.05935 -0.654
C 1.60057 1.86462 -3.09620 -0.089
C -3.69062 -0.68215 2.24375 -0.453
C -3.31968 1.22189 1.16988 -0.263
C 1.64115 -0.42998 -0.20864 -0.566
C -1.24472 -4.27679 0.00543 -0.289
C 1.87649 2.44243 0.12514 -0.503
C -0.93650 -1.44025 -0.40060 -0.383
C 1.41042 -1.77974 -0.05284 -1.170
C 0.05176 -0.14342 3.13217 0.481
C 2.43840 -0.00521 -4.32157 -0.614
C 2.76341 2.57734 -3.31823 -0.310
C -1.70291 -4.53321 -1.42740 -1.033
C -2.45401 0.02150 4.41298 -1.060
C 1.42688 0.58211 -3.58237 -0.220
C -0.70505 -0.08426 -0.54543 -0.936
C 0.11980 -2.30773 -0.13722 0.672
C 0.57790 0.43887 -0.44563 0.207
C 3.59995 0.71748 -4.54500 0.312
H -0.08984 2.19122 1.58576 0.292
H -1.95167 -1.79462 -0.47559 0.593
H 1.33972 1.35133 4.02934 0.357
H -0.37141 1.83458 3.92612 0.434
H -4.45303 -0.34777 0.17354 0.509
H -1.52740 0.57945 -0.75329 0.645
H -2.64661 -5.07152 -1.41854 0.370
H -1.09513 -5.22941 0.52115 0.340
H 1.72943 3.52384 0.07111 0.600
H 0.50067 0.06682 -3.38599 0.424
H 2.34176 -1.00216 -4.72042 0.469
H -2.28322 0.99727 4.86617 0.357
H -4.01766 -1.66885 2.50045 0.542
H 0.93762 -0.75877 2.98399 0.420
H -3.13278 -0.55944 5.03384 0.448
H -1.99278 -3.69837 0.56069 0.230
H 2.83738 2.19942 -0.34675 0.410
H -3.23961 2.06443 0.51157 0.620
H 2.84766 3.57656 -2.92143 0.512
H 2.64931 -0.05851 -0.12334 0.577
H -0.96032 -5.13207 -1.94850 0.315
H 2.22612 -2.45585 0.14698 0.498
H -0.56443 -0.20864 2.23354 -0.696
H 4.70141 2.52803 -4.26067 0.451
H -1.83339 -3.60020 -1.97004 0.290
```

[4]
This record from OMol25 describes a molecular structure, C23H25FN4O5 at a distorted geometry. The level of theory is the ωB97M-V functional and the def2-TZVPD basis.

As for the calculated total energy: -43157.107 eV. The maximum force comes out at 17.4 eV/Å. As for the frontier orbital gap: 0.304 Eh. As for the total charge: 0.

Structure (XYZ):
```
58
Properties=species:S:1:pos:R:3:mulliken_charge:R:1
F -1.74532 -0.47141 5.70617 -0.279
O -1.53162 3.78108 -4.32771 -0.445
O 3.81676 -1.88103 2.24152 -0.679
O -1.24656 -4.26573 -0.92466 -0.714
O 3.68847 -0.65282 0.23225 -0.151
O -2.75625 3.95285 -1.23001 -0.227
N 0.38786 0.16148 -2.02650 0.193
N -1.43541 1.87513 -3.18061 0.225
N 0.02974 -2.19310 -0.88824 0.079
N 0.44434 -4.02636 0.45224 -0.130
C -3.53961 4.83948 -0.51892 -0.218
C -1.65152 -1.47270 3.42216 -0.965
C -0.68591 1.04188 -3.89041 -1.285
C -0.63479 0.86930 -1.09929 -0.471
C -3.72256 5.80220 -1.61793 -0.759
C -0.88908 -2.08543 2.30126 -0.049
C 0.25375 -1.40019 4.91222 -0.723
C -1.27922 -1.13932 4.57393 0.475
C 0.90325 -2.20066 3.79610 0.269
C 0.61924 0.92108 -3.36345 -0.337
C 0.44426 -2.39702 2.67978 0.130
C 3.19463 -1.50356 1.18973 0.274
C -1.85797 1.24197 -1.86547 -1.137
C -2.93470 5.50080 -2.68831 -0.522
C 1.72870 -2.07264 0.65650 -0.068
C 1.09696 -1.64783 -0.41283 0.403
C -1.71256 3.19015 -3.42977 0.643
C 1.63395 -0.36173 -1.23200 -1.154
C 6.07441 -0.90005 0.43011 -0.977
C 4.86854 0.03398 0.77102 -0.424
C -0.43493 -3.49432 -0.24054 -0.162
C -2.67086 3.96640 -2.58192 0.334
C 1.10476 -3.17928 1.44592 0.166
H -1.11801 0.18476 -4.10565 0.377
H -0.77541 0.20029 -0.29519 0.597
H -2.38638 0.24465 -2.16716 0.149
H 5.96096 -1.77575 1.03057 0.273
H 0.62083 -1.15738 5.85713 0.485
H -2.83359 5.75298 -3.83042 0.311
H 1.25301 1.86946 -3.16241 0.235
H 2.31045 -0.57371 -2.09577 0.355
H -0.21404 1.89458 -0.96437 0.286
H -1.56798 -2.33624 1.44712 0.308
H 4.88390 1.02014 0.37128 0.415
H 0.05873 -4.78950 1.06442 0.376
H 4.91152 0.03635 1.89308 0.269
H 2.03948 -2.28721 4.16096 0.151
H -0.57983 1.71178 -4.84852 0.387
H -3.72793 4.86152 0.54334 0.401
H -0.57185 -1.82567 -1.59451 0.201
H -3.04391 -1.41756 3.27328 0.096
H 2.07831 -3.68774 1.84006 0.567
H -2.56437 1.75882 -1.24523 0.545
H 2.07193 0.51219 -0.75698 0.304
H 1.34554 0.28449 -3.96562 0.406
H 6.04576 -1.19656 -0.71640 0.229
H -4.12419 6.68359 -1.51531 0.581
H 7.07000 -0.58921 0.78508 0.381
```